111
Properties=species:S:1:pos:R:3:forces:R:3 method="wB97M-V/def2-TZVPD" orbital_gap_ev="6.941 / 5.233" total_charge=-1 de_lowest_kj_mol=16.3 spin_multiplicity=4
Pd -0.2337 -1.1387 -0.9562 0.1 0.4 -0.4
S -0.7302 -2.3188 3.2817 0.0 0.0 -0.1
C 0.1205 -0.8310 3.2816 0.0 0.0 -0.1
C 0.3021 -0.3292 2.0265 0.0 0.0 0.1
C -0.2324 -1.1667 1.0093 0.0 -0.1 -0.1
C -0.8350 -2.2748 1.5562 0.1 0.1 0.1
C -1.4294 -3.2530 0.6842 0.0 -0.1 0.0
C -2.1191 -4.4029 1.0673 0.1 0.0 0.0
C -2.6003 -5.2517 0.0889 0.0 0.0 0.0
C -2.3926 -4.9434 -1.2487 0.0 0.0 0.0
C -1.7126 -3.7774 -1.5604 -0.1 -0.1 -0.1
N -1.2510 -2.9589 -0.6229 0.1 0.0 0.1
H 0.4613 -0.4129 4.2142 0.0 0.0 0.0
H 0.7942 0.6138 1.8312 0.0 0.0 0.0
H -2.2674 -4.6127 2.1184 0.0 0.0 0.0
H -3.1354 -6.1511 0.3669 0.0 0.0 0.0
H -2.7516 -5.5850 -2.0401 0.0 0.0 0.0
H -1.5203 -3.4574 -2.5772 0.0 0.0 0.0
O 0.6565 -0.5425 -5.2053 0.0 -0.1 -0.1
S -0.2869 -1.4025 -4.4798 0.1 0.3 0.4
N -0.4105 -1.3745 -3.0189 -0.3 -0.4 -0.3
C 1.0289 2.8514 -1.0817 0.0 0.0 -0.1
C 0.5841 1.4139 -1.0945 0.1 0.1 -0.1
O 1.3961 0.4885 -1.4744 0.1 -0.3 0.4
N -0.5775 1.0368 -0.7074 -0.2 -0.1 -0.1
Te -2.4183 2.3249 0.6270 -0.3 0.2 0.2
C -3.8782 3.7462 1.4288 0.1 -0.1 0.0
C -3.4657 4.8436 2.1942 0.0 0.0 0.0
C -2.0260 5.1393 2.5291 0.1 0.0 0.0
C -4.4087 5.7501 2.6816 0.0 0.0 0.0
C -5.7607 5.6044 2.4332 0.0 0.0 0.0
C -6.7689 6.5815 2.9726 0.0 0.0 0.0
C -6.1645 4.5056 1.6864 0.0 0.0 0.0
C -5.2558 3.5773 1.1930 0.0 0.0 0.0
C -5.8004 2.4123 0.4142 -0.1 0.0 0.0
C -3.1076 2.6732 -1.3556 0.0 -0.1 -0.1
C -3.6158 1.6145 -2.1311 0.0 0.2 0.0
C -3.6657 0.1898 -1.6708 0.0 -0.1 0.1
C -4.0861 1.8827 -3.4115 0.0 0.0 0.0
C -4.0756 3.1609 -3.9502 0.0 0.0 0.0
C -4.5582 3.4120 -5.3513 0.0 0.0 0.0
C -3.5674 4.1864 -3.1735 0.0 0.0 0.0
C -3.0664 3.9638 -1.8921 0.0 0.0 0.0
C -2.4782 5.1546 -1.1831 0.0 0.1 0.0
H 1.8890 2.9611 -1.7405 0.0 0.0 0.0
H 1.3180 3.1314 -0.0671 0.0 0.0 0.0
H 0.2239 3.5153 -1.3966 0.0 0.0 0.0
H -1.3441 4.3801 2.1529 0.0 0.0 0.0
H -1.8945 5.2109 3.6105 0.0 0.0 0.0
H -1.7270 6.0994 2.1010 0.0 0.0 0.0
H -4.0648 6.5957 3.2701 0.0 0.0 0.0
H -6.2801 7.4707 3.3705 0.0 0.0 0.0
H -7.3571 6.1353 3.7776 0.0 0.0 0.0
H -7.4671 6.8969 2.1958 0.0 0.0 0.0
H -7.2220 4.3594 1.4885 0.0 0.0 0.0
H -6.8431 2.2328 0.6802 0.0 0.0 0.0
H -5.2288 1.5056 0.6104 0.0 0.0 0.0
H -5.7489 2.5971 -0.6605 0.0 0.0 0.0
H -3.8182 0.1077 -0.5946 0.0 0.0 0.0
H -2.7219 -0.3029 -1.8996 0.1 -0.1 0.0
H -4.4638 -0.3466 -2.1881 0.0 0.0 0.0
H -4.4712 1.0604 -4.0055 0.0 0.0 0.0
H -5.3508 2.7155 -5.6260 0.0 0.0 0.0
H -3.7440 3.2823 -6.0676 0.0 0.0 0.0
H -4.9396 4.4276 -5.4621 0.0 0.0 0.0
H -3.5376 5.1951 -3.5751 0.0 0.0 0.0
H -3.2382 5.9219 -1.0186 0.0 0.0 0.0
H -1.6891 5.5936 -1.7984 0.0 0.0 0.0
H -2.0500 4.8952 -0.2194 0.0 0.0 0.0
C 3.1767 -1.9294 -2.9911 0.0 -0.1 0.0
O 4.2848 -1.0156 -2.9189 0.0 0.1 0.1
C 4.9959 -0.8990 -1.8081 0.1 0.1 -0.1
O 5.8495 -0.0506 -1.7070 0.0 0.0 0.0
C 4.7061 -1.7709 -0.6118 0.0 0.1 0.1
C 5.5774 -2.6964 -0.1983 -0.2 0.0 0.0
As 5.8013 -3.5195 1.5807 0.1 0.0 0.0
C 5.1489 -5.2977 1.0331 0.0 0.0 0.0
C 4.1767 -2.8103 2.4344 0.2 0.0 -0.2
C 3.0723 -2.7335 1.5710 0.1 0.3 -0.1
As 3.0555 -1.2082 0.3301 -0.1 -0.2 0.0
C 3.9618 0.1936 1.3709 0.0 0.0 0.0
C 2.2469 -3.8448 1.1697 -0.3 -0.2 0.0
O 1.6980 -3.9441 0.0912 0.0 -0.1 0.1
O 2.1851 -4.8033 2.1226 0.0 0.0 0.0
C 1.4373 -5.9633 1.7648 0.1 0.0 0.0
C 4.2626 -2.0543 3.6636 0.0 0.0 0.3
O 3.3472 -1.4365 4.1678 0.1 0.0 0.0
O 5.5022 -2.1013 4.2148 -0.1 0.0 0.0
C 5.6454 -1.3646 5.4243 0.0 0.0 0.0
C 6.7037 -3.1417 -1.0546 0.2 0.0 -0.1
O 7.7044 -3.6678 -0.6197 0.0 0.0 0.0
O 6.4738 -2.9637 -2.3610 0.0 -0.1 0.0
C 7.5554 -3.2779 -3.2385 0.0 0.0 0.0
H 2.9649 -2.0418 -4.0512 0.0 0.0 0.0
H 2.3055 -1.4928 -2.5045 0.0 0.0 0.0
H 3.4383 -2.8946 -2.5515 0.0 0.0 0.0
H 5.9407 -5.7209 0.4140 0.0 0.0 0.0
H 4.2284 -5.2482 0.4562 0.0 0.0 0.0
H 5.0067 -5.9263 1.9105 0.0 0.0 0.0
H 4.9384 -0.1137 1.7411 0.0 0.0 0.0
H 3.3199 0.4936 2.1967 0.0 0.0 0.0
H 4.0895 1.0245 0.6763 0.0 0.0 0.0
H 1.5523 -6.6561 2.5948 0.0 0.0 0.0
H 1.8237 -6.4004 0.8422 0.0 0.0 0.0
H 0.3906 -5.7110 1.6201 -0.1 0.0 0.0
H 6.6805 -1.4944 5.7276 0.0 0.0 0.0
H 4.9695 -1.7483 6.1893 0.0 0.0 0.0
H 5.4245 -0.3096 5.2580 0.0 0.0 0.0
H 7.1277 -3.3051 -4.2363 0.0 0.0 0.0
H 7.9952 -4.2383 -2.9741 0.0 0.0 0.0
H 8.3159 -2.4995 -3.1766 0.0 0.0 0.0